[1]
Here is the molecule C6H10 at a distorted geometry from the OMol25 dataset. Energies are from ωB97M-V/def2-TZVPD.

Properties
Highest occupied orbital energy   -9.8 eV
Energy above the lowest of the compared OMol25 structures with the same formula, charge and spin   0.8256 eV
Charge   0
Electronic energy   -6383.03386 eV
SMILES   C1C[C@@H]2C[C@@H]2C1
HOMO-LUMO gap   11.013 eV
M   82.1 g/mol

```
16
Properties=species:S:1:pos:R:3:lowdin_charge:R:1
C 1.310 0.057 0.393 -0.2255
C 0.530 1.251 -0.181 -0.1636
C -0.841 0.689 -0.476 -0.2684
C -1.502 -0.062 0.648 -0.0712
C -0.673 -0.790 -0.436 -0.2500
C 0.759 -1.182 -0.177 -0.1934
H 2.425 0.232 0.147 0.1356
H 1.151 0.028 1.488 0.1135
H 0.513 2.161 0.467 0.1233
H 0.907 1.542 -1.133 0.0948
H -1.447 1.146 -1.245 0.1291
H -2.556 -0.355 0.513 0.0969
H -1.314 0.142 1.695 0.0992
H -1.263 -1.457 -1.087 0.1369
H 0.844 -1.979 0.569 0.1166
H 1.158 -1.423 -1.186 0.1262
```

=====

[2]
Here is a cluster of 2 separate species, C6H14O in total from the OMol25 dataset. Energies are from ωB97M-V/def2-TZVPD.

Properties
Highest occupied orbital energy   -9.7 eV
Energy above the lowest of the compared OMol25 structures with the same formula, charge and spin   1.2738 eV
Charge   0
Electronic energy   -8495.61852 eV
SMILES   C=CCCCO.C
HOMO-LUMO gap   10.619 eV
M   102.2 g/mol

```
21
Properties=species:S:1:pos:R:3:lowdin_charge:R:1
C 1.990 -1.435 -0.361 -0.0212
C 0.916 -1.007 -1.019 -0.1998
C 0.492 0.432 -1.136 -0.2237
C -1.007 0.635 -0.902 -0.2041
C -1.438 2.070 -1.145 -0.2963
O -2.845 2.132 -1.011 -0.0697
H 2.649 -0.745 0.163 0.0623
H 2.253 -2.489 -0.320 0.0554
H 0.281 -1.733 -1.532 0.1036
H 0.741 0.794 -2.145 0.1177
H 1.073 1.043 -0.432 0.1160
H -1.583 -0.011 -1.577 0.1200
H -1.278 0.346 0.121 0.1193
H -0.939 2.739 -0.424 0.1210
H -1.121 2.382 -2.155 0.1191
H -3.123 3.037 -1.196 0.0854
C 0.586 -1.638 3.015 -0.0466
H 1.623 -1.953 3.163 0.0177
H -0.087 -2.454 3.291 0.0177
H 0.379 -0.764 3.640 0.0167
H 0.439 -1.381 1.961 -0.0106
```

=====

[3]
Here is a structure of composition C37H35N3O4RuS3Te from the OMol25 dataset. Energies are from ωB97M-V/def2-TZVPD.

Properties
Highest occupied orbital energy (spin up / spin down)   -10.8 / -10.8 eV
Energy above the lowest of the compared OMol25 structures with the same formula, charge and spin   1.1319 eV
Charge   +1
Electronic energy   -93967.94876 eV
HOMO-LUMO gap (spin up / spin down)   8.384 / 5.210 eV
2S+1   6
M   910.6 g/mol

```
84
Properties=species:S:1:pos:R:3:lowdin_charge:R:1
Ru 0.424 1.969 0.163 1.4917
N 0.594 1.617 2.663 -0.0002
N -0.678 1.122 3.007 -0.0033
C -1.620 0.938 1.983 -0.7041
O -2.791 0.888 2.246 0.1104
O -1.085 0.689 0.786 -0.3046
H 1.308 1.067 3.124 0.0969
H 0.681 2.588 2.942 0.0948
H -1.093 1.505 3.843 0.1491
O -0.566 3.458 0.902 -0.2906
C -0.240 4.567 0.059 -0.5769
C 1.097 4.174 -0.569 -0.5457
C 2.170 3.604 0.117 -0.2055
C 3.316 3.448 -0.736 -0.1602
C 3.087 3.907 -1.986 -0.3634
S 1.497 4.519 -2.191 1.1234
C -1.300 4.706 -1.030 -0.5111
C -1.880 3.700 -1.745 -0.1240
C -2.808 4.174 -2.712 -0.1633
C -2.908 5.531 -2.705 -0.3927
S -1.896 6.234 -1.525 1.0777
C -0.119 5.829 0.878 -0.5206
C 0.821 6.809 0.813 -0.1127
C 0.585 7.861 1.748 -0.1674
C -0.522 7.639 2.502 -0.3982
S -1.288 6.163 2.097 1.0700
H 2.248 3.606 1.194 0.1141
H 4.265 3.050 -0.403 0.1139
H 3.772 3.904 -2.822 0.0842
H -1.679 2.649 -1.588 0.1018
H -3.375 3.533 -3.375 0.1075
H -3.535 6.157 -3.324 0.0725
H 1.651 6.791 0.116 0.1191
H 1.210 8.738 1.845 0.1071
H -0.934 8.261 3.282 0.0719
C -0.272 -7.306 3.492 -0.0349
C -0.094 -5.968 2.826 -0.2429
C 0.133 -5.872 1.458 0.0014
C 0.295 -4.650 0.815 -0.2807
C 0.557 -4.640 -0.673 -0.0453
C 0.199 -3.505 1.612 -0.3253
Te 0.407 -1.553 0.621 1.8955
N 1.343 0.296 -0.416 -0.2919
C 1.542 0.427 -1.747 -0.6000
O 1.150 1.518 -2.205 -0.0384
C 2.202 -0.583 -2.605 -0.1909
C 2.922 -1.646 -2.064 -0.0591
C 3.501 -2.589 -2.899 -0.0656
C 3.367 -2.468 -4.276 -0.0585
C 2.667 -1.397 -4.820 -0.0525
C 2.089 -0.453 -3.988 -0.0124
C -1.241 -1.873 -0.639 -0.3908
C -1.062 -1.677 -2.004 -0.1098
C -2.127 -1.862 -2.867 -0.0582
C -3.359 -2.242 -2.353 -0.0479
C -3.519 -2.430 -0.990 -0.0216
C -2.469 -2.244 -0.091 -0.2733
C -2.732 -2.456 1.380 -0.0346
C 0.007 -3.544 2.993 -0.3119
C -0.083 -2.329 3.886 -0.0622
C -0.145 -4.798 3.574 -0.0029
H -0.130 -8.124 2.788 0.0792
H -1.274 -7.392 3.916 0.0898
H 0.440 -7.429 4.310 0.0884
H 0.202 -6.778 0.864 0.1252
H 0.964 -5.599 -0.990 0.0886
H 1.272 -3.867 -0.963 0.0454
H -0.362 -4.465 -1.234 0.0875
H 3.062 -1.714 -0.993 0.0899
H 4.068 -3.410 -2.478 0.1117
H 3.818 -3.206 -4.928 0.1117
H 2.574 -1.299 -5.894 0.1122
H 1.535 0.387 -4.390 0.1247
H -0.095 -1.411 -2.404 0.0815
H -1.992 -1.712 -3.930 0.1131
H -4.202 -2.392 -3.018 0.1145
H -4.489 -2.714 -0.596 0.1256
H -3.684 -2.006 1.651 0.0984
H -1.979 -1.996 2.017 0.0313
H -2.766 -3.522 1.619 0.1021
H 0.105 -1.396 3.357 0.0054
H 0.635 -2.404 4.704 0.0936
H -1.078 -2.249 4.326 0.0997
H -0.309 -4.855 4.647 0.1337
```

=====

[4]
Here is a cluster of 3 separate species, C32H63ClFN3O12PS2 in total at a distorted geometry from the OMol25 dataset. Energies are from ωB97M-V/def2-TZVPD.

Properties
Highest occupied orbital energy   -10.2 eV
Charge   +1
Electronic energy   -109430.63738 eV
HOMO-LUMO gap   5.756 eV
M   831.4 g/mol

```
115
Properties=species:S:1:pos:R:3:lowdin_charge:R:1
C -0.867 -0.111 6.249 -0.0905
C -0.393 1.196 5.614 -0.2050
C -0.597 1.225 4.105 -0.2074
O 0.625 0.940 3.436 -0.1241
C 0.803 1.689 2.279 -0.1780
C 1.932 1.032 1.407 -0.3399
C 3.214 1.855 1.673 -0.0949
C 4.527 1.131 1.431 -0.1632
C 5.703 1.925 2.045 -0.1530
C 6.074 1.405 3.428 -0.1307
N 6.604 0.060 3.348 -0.1315
C 5.976 -1.075 3.793 -0.1299
C 6.783 -2.164 3.507 -0.1052
C 7.949 -1.665 2.880 -0.0864
C 7.813 -0.288 2.802 -0.0884
O 2.162 -0.273 1.930 -0.1113
C 1.915 -1.449 1.242 -0.7974
S 3.360 -2.500 1.740 0.8961
P 0.427 -2.399 1.961 0.7128
O -0.590 -1.560 2.613 -0.4404
C 1.843 -1.308 -0.310 -0.3087
C 3.271 -1.379 -0.959 -0.2361
N 3.515 -0.864 -2.284 0.0416
N 1.014 -0.098 -0.675 -0.4305
Cl -0.573 -0.253 0.111 0.9934
S 0.549 0.098 -2.478 0.6674
C 0.453 -1.538 -3.186 -0.0692
O -0.772 0.621 -2.535 -0.2768
O 1.526 0.905 -3.132 -0.2349
C 1.668 1.137 -0.104 -0.2284
C 0.996 2.452 -0.534 -0.0294
C 1.772 3.244 -1.538 -0.5172
O 1.315 3.809 -2.434 0.2324
F 3.077 3.271 -1.299 0.1392
H -1.859 -0.377 5.899 0.0547
H -0.167 -0.906 6.023 0.0739
H -0.938 0.004 7.325 0.0723
H 0.671 1.300 5.800 0.1100
H -0.913 2.016 6.099 0.1072
H -0.995 2.199 3.816 0.1232
H -1.344 0.481 3.833 0.0924
H 1.131 2.689 2.573 0.1380
H -0.127 1.827 1.727 0.0996
H 3.195 2.193 2.704 0.1349
H 3.191 2.751 1.060 0.1236
H 4.543 0.143 1.876 0.0834
H 4.722 1.051 0.361 0.1110
H 6.545 1.849 1.365 0.1104
H 5.411 2.971 2.106 0.1162
H 5.167 1.341 4.021 0.1264
H 6.791 2.082 3.877 0.1288
H 5.013 -1.058 4.265 0.1085
H 6.542 -3.186 3.731 0.0887
H 8.788 -2.244 2.547 0.0908
H 8.492 0.443 2.409 0.1153
H 2.780 -3.708 1.790 -0.1182
H 0.924 -3.350 2.861 0.0219
H -0.039 -3.127 0.837 0.0251
H 1.266 -2.168 -0.633 0.1021
H 3.521 -2.428 -0.985 0.1088
H 3.962 -0.855 -0.314 0.0854
H 3.050 -1.311 -3.050 0.0616
H 3.555 0.135 -2.380 0.0677
H 1.197 -2.222 -2.806 0.0624
H -0.524 -1.916 -2.903 0.0888
H 0.473 -1.384 -4.258 0.0828
H 2.639 1.163 -0.592 0.1319
H 0.916 3.109 0.328 0.1428
H -0.011 2.332 -0.912 0.1217
C 0.046 0.983 -6.095 -0.1190
O -0.548 0.399 -7.225 -0.1910
C -1.466 1.274 -7.868 -0.1942
C -1.730 0.825 -9.286 -0.1826
O -0.717 1.195 -10.206 -0.1224
C 0.496 0.458 -10.173 -0.1825
C 0.395 -0.922 -10.779 -0.2055
O -0.190 -1.835 -9.863 -0.2035
C -0.701 -2.979 -10.511 -0.1128
H -0.709 1.239 -5.340 0.0885
H 0.737 0.253 -5.678 0.0621
H 0.617 1.880 -6.358 0.1027
H -1.071 2.296 -7.879 0.1321
H -2.410 1.262 -7.306 0.1295
H -2.626 1.344 -9.631 0.1308
H -1.931 -0.248 -9.325 0.1240
H 0.905 0.411 -9.161 0.1204
H 1.190 1.038 -10.785 0.1293
H 1.404 -1.277 -11.031 0.1292
H -0.201 -0.869 -11.698 0.1308
H -1.488 -2.709 -11.224 0.0902
H -1.129 -3.627 -9.749 0.0857
H 0.090 -3.524 -11.038 0.0893
C -4.267 -1.257 3.338 -0.1180
O -5.515 -1.259 3.981 -0.1911
C -5.417 -1.681 5.332 -0.2004
C -6.628 -1.244 6.123 -0.1807
O -6.588 0.113 6.534 -0.1256
C -6.847 1.099 5.546 -0.1855
C -8.303 1.218 5.162 -0.2086
O -8.665 0.197 4.248 -0.1997
C -10.059 -0.008 4.203 -0.1112
H -3.827 -2.261 3.317 0.0881
H -4.423 -0.919 2.313 0.0871
H -3.569 -0.569 3.833 0.0694
H -4.514 -1.264 5.796 0.1212
H -5.352 -2.778 5.351 0.1296
H -6.637 -1.818 7.052 0.1293
H -7.549 -1.470 5.583 0.1245
H -6.222 0.950 4.663 0.1208
H -6.550 2.043 6.010 0.1269
H -8.470 2.193 4.683 0.1286
H -8.921 1.158 6.066 0.1302
H -10.443 -0.321 5.181 0.0896
H -10.254 -0.800 3.483 0.0876
H -10.585 0.899 3.884 0.0889
```

=====

[5]
Here is a structure of composition C5H8O at a distorted geometry from the OMol25 dataset. Energies are from ωB97M-V/def2-TZVPD.

Properties
Highest occupied orbital energy   -8.7 eV
Energy above the lowest of the compared OMol25 structures with the same formula, charge and spin   3.8143 eV
Charge   0
Electronic energy   -7358.44100 eV
HOMO-LUMO gap   9.297 eV
M   84.1 g/mol

```
14
Properties=species:S:1:pos:R:3:lowdin_charge:R:1
C -1.853 -0.324 -0.066 0.0897
C -0.081 -0.482 0.888 -0.0695
C 0.951 -0.753 -0.155 -0.1485
C 1.319 0.745 -0.548 -0.2269
O 0.077 1.394 -0.630 -0.1205
C -0.848 0.631 0.377 -0.3758
H -1.657 -1.155 -0.726 0.0518
H -2.933 -0.092 0.042 0.0790
H 0.182 -0.632 1.938 0.1202
H 0.488 -1.114 -1.079 0.1096
H 1.775 -1.421 0.136 0.1143
H 1.850 0.701 -1.512 0.1169
H 1.995 1.199 0.200 0.1143
H -1.266 1.301 1.134 0.1452
```

=====

[6]
Here is a cluster of 2 separate species, C5H10O2 in total at a distorted geometry from the OMol25 dataset. Energies are from ωB97M-V/def2-TZVPD.

Properties
Highest occupied orbital energy (spin up / spin down)   -14.8 / -15.2 eV
Energy above the lowest of the compared OMol25 structures with the same formula, charge and spin   1.8596 eV
Charge   +1
Electronic energy   -9431.24163 eV
HOMO-LUMO gap (spin up / spin down)   9.561 / 7.023 eV
2S+1   2
M   102.1 g/mol

```
17
Properties=species:S:1:pos:R:3:lowdin_charge:R:1
C 0.039 0.678 1.684 -0.0756
C 0.721 1.291 2.687 0.1783
C 0.639 -0.369 -1.979 -0.2173
O 1.742 -1.260 -1.929 0.0010
C 0.067 -0.415 -0.581 0.0605
C 0.556 0.467 0.368 0.0015
H -0.986 0.356 1.843 0.1201
H 1.810 1.433 2.646 0.1066
H 0.392 1.548 3.691 0.1002
H 1.226 0.531 -2.158 0.1297
H -0.136 -0.443 -2.761 0.1427
H 1.525 -2.151 -2.235 0.1183
H -0.663 -1.165 -0.245 0.1252
H 1.336 1.182 -0.009 0.1601
H -2.736 -0.016 0.312 0.0268
H -2.667 -0.861 -1.138 0.0566
O -2.867 -0.806 -0.194 -0.0348
```

=====

[7]
Here is a structure of composition C8H14NO3S2Zn at a distorted geometry from the OMol25 dataset. Energies are from ωB97M-V/def2-TZVPD.

Properties
Highest occupied orbital energy (spin up / spin down)   -3.1 / -6.4 eV
Energy above the lowest of the compared OMol25 structures with the same formula, charge and spin   0.0000 eV
Charge   0
Electronic energy   -86239.40872 eV
HOMO-LUMO gap (spin up / spin down)   2.865 / 6.173 eV
2S+1   2
M   301.7 g/mol

```
29
Properties=species:S:1:pos:R:3:lowdin_charge:R:1
Zn -0.268 0.026 0.310 0.5889
O -2.117 0.031 -0.656 -0.2967
N -2.038 -0.812 -1.728 -0.2543
C -3.258 -1.184 -2.295 -0.0771
C -3.288 -2.036 -3.378 -0.1367
C -2.096 -2.479 -4.001 -0.1687
C -0.898 -2.116 -3.438 -0.1521
C -0.859 -1.333 -2.217 -0.7513
S 0.575 -1.329 -1.356 0.5978
H -4.200 -0.785 -1.829 0.1179
H -4.247 -2.102 -3.879 0.0846
H -2.200 -3.056 -4.936 0.0872
H 0.007 -2.421 -3.898 0.0731
C 3.858 0.024 0.975 -0.2279
S 2.471 0.315 2.157 0.9311
C 3.167 1.595 3.135 -0.2764
O 1.306 0.878 1.242 -0.6188
H 3.538 -0.810 0.372 0.0334
H 4.834 -0.172 1.497 0.0753
H 4.001 0.783 0.177 0.0819
H 4.290 1.515 3.166 0.0836
H 2.676 1.457 4.130 0.0672
H 2.881 2.522 2.686 0.0528
C -1.142 2.047 2.642 -0.0270
O -1.366 1.411 1.308 -0.2012
H -1.642 1.394 3.345 0.0837
H -1.683 2.962 2.603 0.0784
H -0.063 2.062 2.865 0.0677
H -2.240 1.615 0.998 0.0833
```

=====

[8]
Here is a cluster of 2 separate species, C3H6ClNO2 in total at a distorted geometry from the OMol25 dataset. Energies are from ωB97M-V/def2-TZVPD.

Properties
Highest occupied orbital energy   -9.4 eV
Energy above the lowest of the compared OMol25 structures with the same formula, charge and spin   4.0703 eV
Charge   0
Electronic energy   -21312.04965 eV
SMILES   O/N=C/Cl.C=CO
HOMO-LUMO gap   10.063 eV
M   123.5 g/mol

```
13
Properties=species:S:1:pos:R:3:lowdin_charge:R:1
O -0.262 0.126 -2.141 -0.0402
N 0.064 -1.095 -1.657 -0.0653
C 1.105 -1.089 -0.958 -0.6498
Cl 1.416 -2.545 -0.013 0.5843
H 0.230 0.851 -1.891 0.0255
H 1.864 -0.236 -0.888 0.1238
C -1.094 -0.118 1.348 0.0024
C -0.016 0.609 1.052 -0.3294
O -0.027 1.662 0.168 -0.0415
H -1.280 -0.827 2.231 0.0948
H -1.961 0.051 0.720 0.0606
H 0.841 0.495 1.725 0.1160
H -0.878 2.116 0.303 0.1187
```